Here is a structure of composition C30H75F3IN2NbO13PS9 at a distorted geometry from the OMol25 dataset. Energies are from the ωB97M-V functional and the def2-TZVPD basis.

```
135
Properties=species:S:1:pos:R:3:forces:R:3:lowdin_charge:R:1
C -2.9153 6.9832 0.5308 -0.56 -0.19 -0.32 -0.102
C -1.4121 7.5290 0.9091 -1.48 -0.89 1.72 -0.300
O -0.5272 7.7324 -0.2516 1.97 0.11 3.21 -0.276
P 1.1532 7.9558 0.2803 1.05 2.46 -3.38 0.786
O 1.7040 9.1775 -0.5649 -1.70 -3.71 3.27 -0.390
C 2.1063 6.3161 -0.1663 -0.55 -0.20 0.79 -0.211
C 1.7722 5.2608 1.0459 0.71 -0.01 1.31 -0.349
C 2.3262 3.7363 0.8136 1.52 0.62 -0.45 -0.393
Nb 0.7732 2.2320 0.0933 0.42 0.32 2.26 1.671
C 2.1174 0.4454 0.5814 0.90 -1.68 -0.73 -0.373
C 2.0545 -0.0598 2.1387 0.48 -1.33 0.38 -0.385
C 0.6620 -0.9104 2.5061 0.54 0.44 -1.57 -0.585
I 0.2406 -0.5511 4.6639 0.06 -0.51 -1.02 0.609
C -0.6338 3.8524 -0.7021 -0.72 1.76 -2.12 -0.360
C -1.7733 3.3104 -1.7516 -0.62 0.21 0.58 -0.165
C -2.4617 4.4694 -2.6867 0.13 0.38 -0.85 -0.217
F -1.7717 5.7796 -2.6740 -2.47 -3.88 -0.22 -0.002
F -2.4115 3.9897 -4.1173 -0.94 1.44 4.01 -0.060
F -3.8989 4.7361 -2.3730 4.37 -0.65 -1.24 -0.039
N -0.2610 2.1585 1.9782 5.00 5.39 6.76 -0.139
C 0.4057 2.8227 2.9772 -1.83 -4.04 -3.47 -0.737
S 1.4044 3.3291 4.2998 -2.97 -1.06 -3.63 0.497
O -0.6642 0.7998 -0.6260 2.55 0.92 0.02 -0.426
N -0.2206 0.2201 -1.7548 -5.19 -1.11 0.45 -0.160
O -1.2504 -0.2665 -2.2569 3.00 0.15 -0.72 -0.112
O 1.2908 8.1344 2.0067 -0.25 1.09 -2.89 -0.311
C 1.5889 9.5175 2.4089 0.22 1.44 2.04 -0.284
C 0.2284 10.4448 2.4640 -0.31 -0.75 -0.28 -0.116
H -3.5713 6.8461 1.5162 1.62 0.42 -2.03 0.093
H -2.9281 5.9292 -0.0044 0.31 2.21 1.08 0.063
H -3.5252 7.7217 -0.1738 1.51 -1.40 1.49 0.090
H -0.9252 6.7357 1.6466 -1.06 1.58 -1.52 0.112
H -1.5692 8.5072 1.5629 0.52 -1.84 -1.63 0.104
H 3.2650 6.5559 -0.2323 -2.52 -0.35 0.31 0.117
H 1.7488 5.9818 -1.2294 0.49 0.68 2.03 0.095
H 0.6286 5.2351 1.3648 2.32 0.27 -0.95 0.068
H 2.3439 5.6766 2.0082 -1.35 -0.76 -2.07 0.106
H 2.8766 3.3423 1.7919 -1.21 0.78 -1.97 0.030
H 3.1800 3.8079 -0.0116 -1.62 -0.20 1.63 0.054
H 1.6095 2.2879 -1.5508 -0.32 0.10 0.45 -0.065
H 1.8024 -0.4734 -0.1078 0.68 1.71 1.42 0.052
H 3.2642 0.6325 0.3302 -2.40 -0.21 0.53 0.021
H 2.9262 -0.8670 2.2598 -1.83 1.71 -0.10 0.096
H 2.2974 0.7738 2.9386 -0.74 -1.60 -1.86 0.039
H 0.8011 -2.0680 2.3452 -0.31 2.63 0.53 0.032
H -0.2640 -0.5126 1.9082 1.77 -0.64 1.35 0.035
H 0.0555 4.6070 -1.3171 -1.39 -1.49 1.24 0.049
H -1.1289 4.5240 0.1481 0.90 -1.58 -1.71 0.051
H -2.6544 2.8599 -1.0837 1.86 0.83 -1.80 0.139
H -1.3571 2.4822 -2.5039 -1.05 2.04 1.72 0.112
H 1.9822 9.4550 3.5343 -0.82 -0.20 -2.45 0.130
H 2.4729 9.9867 1.7935 -2.08 -0.95 0.85 0.122
H -0.2062 10.4673 1.3732 0.76 0.22 2.13 0.080
H 0.3927 11.5279 2.8816 0.01 -2.10 -0.99 0.078
H -0.5837 9.9426 3.1788 1.88 0.91 -1.58 0.089
C 1.0852 -5.2176 4.8598 -0.14 -0.10 -0.13 -0.256
S 2.4207 -4.0789 4.4224 -0.25 0.31 -0.43 0.798
O 2.0493 -3.4255 3.1236 0.47 -0.82 0.75 -0.576
C 3.6468 -5.3574 4.0561 0.05 -0.15 -0.17 -0.273
H 0.1924 -4.6321 5.0924 0.22 0.09 -0.05 0.048
H 0.8716 -5.8847 4.0208 0.09 0.05 -0.02 0.045
H 1.3737 -5.7997 5.7383 0.06 0.09 -0.05 0.049
H 3.2771 -6.0157 3.2664 -0.08 0.08 0.05 0.055
H 3.8539 -5.9350 4.9602 -0.06 0.08 -0.02 0.047
H 4.5657 -4.8708 3.7208 -0.18 0.07 0.07 0.045
C -6.3831 5.6636 -1.6923 -0.05 0.05 0.08 -0.278
S -7.2119 6.3763 -0.2513 0.39 -0.24 0.30 0.802
O -6.4035 6.0132 0.9596 -0.49 0.10 -0.64 -0.561
C -8.6474 5.2765 -0.2958 -0.08 -0.12 0.06 -0.282
H -5.4298 6.1786 -1.8341 -0.28 -0.03 0.16 0.034
H -6.1981 4.5987 -1.5298 -0.02 0.16 0.09 0.058
H -7.0050 5.8055 -2.5794 -0.02 0.05 0.10 0.054
H -8.3244 4.2356 -0.2183 0.07 0.11 0.01 0.057
H -9.1973 5.4307 -1.2273 0.08 0.04 0.05 0.047
H -9.2956 5.5180 0.5498 0.16 0.05 -0.08 0.045
C -0.5515 -3.6842 -3.1801 0.07 -0.08 -0.13 -0.273
S -1.1068 -3.7872 -1.4618 0.43 -0.08 0.33 0.803
O -0.0359 -4.4929 -0.6830 -0.54 0.12 -0.57 -0.567
C -2.4339 -4.9790 -1.7633 -0.02 -0.17 -0.03 -0.274
H 0.3094 -3.0128 -3.2266 -0.19 -0.03 0.15 0.051
H -0.2581 -4.6739 -3.5392 -0.04 0.00 0.14 0.051
H -1.3558 -3.2827 -3.8011 0.05 0.05 0.14 0.052
H -2.0258 -5.8894 -2.2085 0.04 0.06 0.03 0.048
H -3.1784 -4.5363 -2.4293 0.09 0.03 0.06 0.050
H -2.9045 -5.2230 -0.8080 0.14 0.10 -0.07 0.048
C 0.5917 -8.4944 -0.4945 -0.02 0.08 0.27 -0.288
S -0.2371 -7.7816 0.9466 -0.04 0.01 -0.02 0.816
O 0.5713 -8.1447 2.1574 -0.12 -0.11 -0.24 -0.581
C -1.6726 -8.8815 0.9020 0.08 -0.10 0.03 -0.283
H 1.5450 -7.9794 -0.6362 -0.38 0.01 0.10 0.029
H 0.7767 -9.5592 -0.3319 -0.06 0.12 0.07 0.046
H -0.0302 -8.3525 -1.3816 0.08 0.05 0.11 0.058
H -1.3496 -9.9223 0.9795 0.09 0.06 0.01 0.053
H -2.2225 -8.7273 -0.0294 0.02 0.06 0.16 0.034
H -2.3208 -8.6400 1.7476 0.12 0.07 -0.15 0.042
C 4.5675 -11.2127 -1.7489 0.04 -0.09 -0.13 -0.272
S 3.7317 -9.7189 -1.1645 -0.23 0.15 -0.41 0.815
O 2.7073 -9.3428 -2.1943 0.84 -0.35 0.23 -0.554
C 5.1480 -8.6141 -1.3785 0.06 0.07 -0.08 -0.262
H 3.8511 -12.0378 -1.7376 0.02 0.20 0.05 0.050
H 4.9316 -11.0640 -2.7686 -0.08 0.07 0.09 0.056
H 5.4010 -11.4498 -1.0834 -0.09 0.07 0.00 0.051
H 5.4765 -8.6237 -2.4205 -0.11 -0.05 0.05 0.057
H 5.9631 -8.9337 -0.7248 -0.12 -0.02 0.00 0.052
H 4.8424 -7.6015 -1.1049 -0.08 -0.19 0.00 0.056
C 6.2436 0.7021 0.1854 0.02 0.10 -0.13 -0.268
S 5.8684 0.4102 1.9305 -0.70 0.46 0.16 0.817
O 4.7053 1.2856 2.2944 1.14 -0.36 -0.19 -0.551
C 7.3633 1.1957 2.5790 0.11 0.13 0.03 -0.279
H 5.4146 0.3212 -0.4161 0.05 0.03 0.20 0.042
H 6.3617 1.7729 0.0013 -0.07 -0.06 0.11 0.060
H 7.1593 0.1713 -0.0858 -0.05 -0.01 0.09 0.047
H 7.4129 2.2361 2.2492 -0.10 -0.08 -0.01 0.056
H 8.2434 0.6492 2.2319 -0.09 -0.01 0.00 0.046
H 7.3262 1.1636 3.6704 -0.12 -0.05 -0.16 0.047
C 1.6192 5.5992 -7.1210 0.17 -0.10 -0.07 -0.286
S 0.7905 6.3119 -5.6800 0.15 -0.28 0.52 0.810
O 1.5989 5.9489 -4.4691 -0.38 0.08 -0.75 -0.558
C -0.6450 5.2121 -5.7245 0.15 0.22 0.00 -0.274
H 2.5725 6.1142 -7.2628 -0.15 -0.01 0.10 0.044
H 1.8043 4.5344 -6.9584 -0.05 0.09 0.08 0.055
H 0.9974 5.7411 -8.0081 0.00 0.03 0.10 0.045
H -0.3220 4.1713 -5.6470 0.06 0.13 0.06 0.065
H -1.1950 5.3663 -6.6560 0.08 0.06 0.01 0.055
H -1.2932 5.4536 -4.8789 0.50 0.17 -0.43 0.015
C -5.7774 -10.2464 1.8966 0.10 -0.01 0.12 -0.273
S -6.0571 -9.2787 0.3943 0.43 0.26 -0.07 0.815
O -4.7467 -8.6595 0.0059 -0.71 -0.29 0.31 -0.562
C -7.0541 -7.9911 1.1819 0.02 0.11 0.06 -0.271
H -5.1356 -11.0951 1.6480 -0.09 0.16 -0.08 0.050
H -5.2850 -9.6302 2.6532 -0.03 0.02 -0.13 0.058
H -6.7327 -10.6160 2.2770 0.04 0.05 -0.09 0.050
H -6.4840 -7.5126 1.9816 0.04 -0.08 -0.10 0.060
H -7.9689 -8.4323 1.5849 0.08 -0.03 -0.07 0.051
H -7.3156 -7.2452 0.4277 0.10 -0.17 0.03 0.051
```
Positions in Å, forces in eV/Å.

Properties
HOMO: -5.19 eV
E: -6854.3703 hartree
ΔE to the lowest compared entry with this formula, charge and spin: 214.9 kcal per mole
charge: -1
LUMO level: 1.5415 eV
spin multiplicity: 1